Below is 6 unconnected molecules or ions with the total composition H12O6 at a distorted geometry, with properties calculated with the ωB97M-V functional and the def2-TZVPD basis.

Calculated values
ΔE to the lowest compared entry with this formula, charge and spin = 65.55 kcal/mol
Net charge = 0
SMILES = O.O.O.O.O.O
LUMO level = -0.3 eV
HOMO-LUMO gap = 9.947 eV
HOMO energy = -10.24 eV

Element x y z (Å)
H (2.4935, 1.1891, -1.7822)
O (-0.0029, 3.1699, -0.1862)
H (-1.6980, -1.8414, -2.0216)
H (1.9440, 0.4926, -0.5623)
H (0.9308, -2.6829, 2.4702)
O (-1.4691, 1.1791, 0.6619)
O (0.4163, -0.1726, 0.0462)
H (-2.0225, 1.1965, 1.4474)
H (-0.5851, -1.2215, -0.9525)
H (0.7803, -0.8930, 0.7014)
H (-2.1042, 0.4899, 0.0877)
H (-0.0687, -2.8222, 1.3618)
O (-1.0621, -2.0827, -1.2067)
H (-0.8027, 2.5359, -0.0673)
H (0.1994, 2.9392, -1.0554)
O (0.7519, -2.2946, 1.6108)
O (2.6388, 0.4946, -1.0967)
H (-0.3397, 0.3241, 0.5438)



Below is a single C3H6N2O3 molecule at a distorted geometry, with properties calculated with the ωB97M-V functional and the def2-TZVPD basis.

Calculated values
ΔE to the lowest compared entry with this formula, charge and spin = 5.65 kcal/mol
Net charge = 0
SMILES = NC(=O)CNC(=O)O
LUMO level = 0.5 eV
HOMO-LUMO gap = 10.697 eV
HOMO energy = -10.19 eV

Element x y z (Å)
H (1.3176, 0.0967, 0.9592)
O (-0.3923, 0.6194, 2.7484)
H (-1.9979, 2.0782, 1.5719)
H (-0.3618, 0.7857, -1.0878)
H (0.1315, -1.2667, 0.9304)
O (1.5568, -1.6806, -1.1738)
C (0.3120, -0.2279, 0.6784)
N (-1.5414, 1.4100, 0.9793)
N (0.2682, 0.0708, -0.7582)
H (1.9674, -2.1707, -1.8623)
H (-1.9008, 1.1246, 0.0825)
C (-0.5573, 0.6376, 1.5504)
C (0.7348, -0.7676, -1.7251)
O (0.4630, -0.7095, -2.8933)



Below is a molecular structure, C19H23N5O2PRu at a distorted geometry, with properties calculated with the ωB97M-V functional and the def2-TZVPD basis.

Calculated values
⟨S²⟩ = 6.029
Net charge = +3
2S+1 = 5
LUMO level (alpha / beta) = -10.0 / -12.2 eV
HOMO-LUMO gap (alpha / beta) = 7.754 / 5.753 eV
HOMO energy (alpha / beta) = -17.79 / -17.96 eV

Element x y z (Å)
C (-2.0550, 1.6241, 0.3325)
C (3.5248, 1.2503, 1.9020)
H (-0.5628, 3.4695, 2.5872)
N (3.1278, 0.4897, 2.9719)
C (-3.1756, -0.2808, -0.5951)
H (0.2280, -3.1566, -2.4220)
C (-1.2526, -3.1779, 1.9257)
O (2.6638, 1.1013, 0.8134)
C (-0.2832, 3.4916, -1.2583)
H (-0.3670, 2.8507, -2.1402)
H (3.8353, 0.3095, 3.6753)
P (-0.6262, 2.6113, 0.2599)
H (-1.1119, -4.4074, -1.2358)
C (1.1364, -1.4062, -2.3156)
N (0.3689, -2.4020, -1.7824)
H (-1.0057, 4.3369, -1.3294)
C (-3.7707, -0.4959, 0.6545)
C (-0.9407, -3.7745, -0.3764)
H (3.4358, 1.2293, -3.8127)
C (-2.3012, 0.7613, -0.7520)
H (-4.3634, -1.3948, 0.8031)
H (-1.6983, -3.3077, 2.8986)
H (-4.2004, 0.3030, 2.5855)
C (-0.4992, 3.8390, 1.5667)
H (0.9220, -2.2650, -4.2737)
H (-1.3095, 4.5443, 1.3915)
C (-2.7527, 1.4717, 1.5407)
H (1.3812, -0.4183, 3.3670)
C (-1.4714, -4.0558, 0.8565)
N (2.1454, -0.5255, 2.7104)
O (4.4621, 1.9624, 1.7982)
H (2.4337, -0.6497, -5.3292)
C (2.7367, 0.4833, -3.4560)
C (-0.4846, -2.0643, 1.6912)
C (2.2403, -0.5469, -4.2716)
N (1.6237, -0.4253, -1.5302)
H (-2.6041, 2.1337, 2.3660)
H (-3.4030, -0.9455, -1.4176)
N (0.1017, -1.8218, 0.4664)
Ru (1.4185, -0.2705, 0.5452)
C (2.4514, 0.4991, -2.1306)
C (1.4158, -1.4732, -3.7020)
H (-1.8471, 0.9129, -1.7235)
H (-2.0137, -4.9793, 1.0105)
H (2.8813, 1.2673, -1.4803)
H (2.5456, -1.4714, 2.7955)
C (-0.1279, -2.6385, -0.5433)
H (0.4491, 4.4063, 1.4517)
H (0.7354, 3.9021, -1.2372)
H (-0.4020, -1.2980, 2.4526)
C (-3.6349, 0.4019, 1.6956)



Below is 3 unconnected molecules or ions with the total composition C29H54BClF3N2O3 at a distorted geometry, with properties calculated with the ωB97M-V functional and the def2-TZVPD basis.

Calculated values
ΔE to the lowest compared entry with this formula, charge and spin = 0.00 kcal/mol
Net charge = -1
LUMO level = 2.4 eV
HOMO-LUMO gap = 7.651 eV
HOMO energy = -5.22 eV

Element x y z (Å)
C (-1.6255, 0.2619, 5.8380)
H (1.9280, -4.5903, -7.3948)
C (1.3948, -2.7838, -6.2837)
H (-5.3293, 0.0714, 4.3805)
H (-1.9400, -2.9263, -6.6790)
C (-0.9340, -4.6089, -7.5340)
H (1.9121, -2.1879, -5.5257)
F (-0.0967, 4.1383, 2.9467)
H (-1.8045, -4.7558, -8.1805)
C (-0.3234, -3.5528, -4.6857)
H (-1.2576, -0.1033, 4.8765)
H (-3.4029, 1.1542, 5.1139)
H (-2.3079, -0.7199, 1.8017)
C (0.3851, 3.2125, -0.0155)
C (-1.7227, 0.4219, -2.0001)
H (2.0870, 5.7654, 0.9502)
H (-6.3395, -1.0297, 7.0374)
H (-1.2662, -0.4058, 6.6244)
H (-1.3098, 1.4984, 1.3178)
B (1.5350, 2.3556, -1.9722)
H (0.0598, -3.5038, -2.5659)
F (2.0917, 3.7016, 2.4699)
N (-0.0130, -2.8519, -5.9214)
H (-3.3535, -1.0451, 8.2046)
H (4.9489, -0.5777, 0.1044)
C (-3.1438, 0.3748, 5.8358)
C (4.1610, 2.9508, -1.6863)
H (-1.4067, 3.5322, -1.2941)
H (5.0337, 3.2828, -2.3241)
H (-1.1802, 1.2433, 6.0143)
C (-0.9240, -3.1701, -7.0104)
H (-5.6509, -1.5908, 4.7571)
H (-1.3934, -3.4484, -4.4808)
H (3.0965, -0.3641, 1.2132)
O (1.5918, 2.6511, -0.5408)
H (-0.8576, 4.9739, 0.2602)
H (4.5589, 0.8395, -2.0722)
H (3.6604, 1.1178, -0.4858)
C (-1.5739, 0.8663, 0.4410)
H (1.5033, -2.1994, -7.2027)
C (0.4204, -3.0114, -3.4721)
C (2.1550, -4.1031, -6.4458)
H (1.9522, -4.8064, -5.6356)
H (0.4538, 5.2927, -0.9112)
H (-1.5541, 0.7538, -3.0473)
H (-0.1291, -4.6333, -4.7668)
H (-0.7343, -2.4916, -7.8484)
H (0.5085, 6.4335, 1.4750)
H (6.5889, -0.4169, 0.8292)
Cl (1.5464, 0.5533, -2.5605)
H (6.1037, 2.3143, 0.1956)
H (3.2311, -3.9071, -6.4404)
C (-6.1442, -0.2183, 6.3360)
C (0.2374, 4.7706, 0.0632)
C (-2.3312, -0.8750, -1.7118)
C (5.8257, 1.3783, -0.3504)
H (0.2556, -1.9376, -3.3566)
C (2.8828, 3.0117, -2.6386)
H (3.2313, 0.1015, 2.9575)
H (-0.0539, -4.8244, -8.1402)
H (-0.9976, -5.3449, -6.7307)
F (1.5264, 5.5156, 3.5820)
C (-5.2431, -0.6689, 5.1836)
H (-2.4457, -2.2796, 6.0785)
H (3.1073, 2.4126, -3.5743)
H (0.2878, 2.6641, 0.9581)
H (-4.7777, -2.0839, 8.0236)
C (-3.7248, -1.9725, 7.7642)
C (-0.6269, 2.7249, -1.1932)
C (-2.1788, -0.4304, 0.7271)
H (4.0842, -1.3667, 2.3645)
H (-4.0410, -2.8994, 5.8508)
C (1.1165, 4.6661, 2.5565)
C (-2.5616, -1.3592, -0.3463)
H (1.4956, -3.1925, -3.5365)
H (6.6618, 1.0860, -1.0446)
C (3.8150, -0.3072, 2.0825)
H (-3.0031, -2.3602, -0.1176)
O (0.2097, 2.8570, -2.3488)
N (-3.8264, -0.8570, 5.4649)
H (-3.4716, 0.7430, 6.8191)
H (-2.6290, -1.5497, -2.5515)
H (2.7245, 4.0727, -2.9791)
C (1.0445, 5.4706, 1.2246)
H (-5.7287, 0.6290, 6.8841)
H (-7.1141, 0.0943, 5.9391)
O (4.9381, 0.5291, 1.8403)
C (5.6375, 0.1464, 0.6368)
H (4.0152, 3.6537, -0.8272)
C (-1.3121, 1.3509, -0.9289)
C (-3.4991, -2.0371, 6.2512)
H (-3.1911, -2.7954, 8.2484)
C (4.4712, 1.5059, -1.1642)